This record from the OMol25 dataset describes a molecular structure, C59H49AgAsF5N6O2S. The level of theory is wB97M-V/def2-TZVPD.

HOMO energy   -0.3 eV
Orbital gap   3.7 eV
Lowest unoccupied orbital energy   3.4 eV

ORCA input file:
```
! RIJCOSX wB97M-V def2-TZVPD def2/J DEFGRID3
* xyz -2 1
Ag 0.632 0.321 1.182
N -2.268 -5.163 5.528
C -2.799 -6.384 5.874
C -3.587 -6.806 6.939
C -3.937 -8.144 6.963
C -3.516 -9.028 5.960
C -2.734 -8.599 4.903
C -2.373 -7.254 4.858
N -1.616 -6.570 3.927
C -1.577 -5.336 4.352
C -0.895 -4.217 3.689
C -0.495 -4.324 2.364
C 0.123 -3.236 1.761
N 0.358 -2.091 2.401
C -0.019 -1.995 3.670
C -0.644 -3.021 4.358
H -2.426 -4.284 5.987
H -3.913 -6.124 7.713
H -4.551 -8.516 7.774
H -3.813 -10.068 6.017
H -2.408 -9.275 4.124
H -0.677 -5.231 1.805
H 0.418 -3.273 0.723
H 0.180 -1.044 4.155
H -0.907 -2.875 5.398
F 3.344 1.964 2.186
C 3.736 0.842 1.521
C 2.799 -0.044 1.038
C 3.337 -1.152 0.416
F 2.525 -2.120 -0.077
C 4.695 -1.368 0.238
F 5.170 -2.464 -0.384
C 5.588 -0.431 0.725
F 6.916 -0.610 0.571
C 5.106 0.686 1.380
F 5.984 1.594 1.862
C -3.200 -0.565 -3.831
N -2.617 -1.536 -2.938
C -2.578 -2.958 -3.154
C -1.644 -3.403 -2.015
O -1.343 -4.569 -1.818
N -1.227 -2.311 -1.319
C -1.808 -1.251 -1.883
N -1.632 -0.004 -1.492
H -3.343 -1.025 -4.808
H -2.523 0.283 -3.969
H -4.166 -0.196 -3.474
H -2.150 -3.224 -4.125
H -3.557 -3.434 -3.052
H -1.077 0.257 -0.668
H -2.268 0.708 -1.812
O 0.997 2.808 -1.454
S 0.494 4.085 -0.851
C 1.686 5.357 -1.454
C 2.620 5.744 -0.306
C 2.655 4.538 0.629
C 1.197 4.152 0.814
H 1.139 6.195 -1.886
H 2.214 4.823 -2.248
H 2.212 6.605 0.232
H 3.610 6.021 -0.676
H 3.142 4.754 1.582
H 3.190 3.709 0.158
H 0.629 4.903 1.371
H 1.008 3.172 1.249
C 3.923 -3.528 -4.642
C 4.361 -2.270 -5.036
C 3.775 -1.129 -4.502
C 2.746 -1.232 -3.569
C 2.334 -2.498 -3.161
C 2.910 -3.641 -3.700
As 1.813 0.296 -2.745
C 3.194 1.643 -3.085
C 4.137 1.811 -2.074
C 5.114 2.791 -2.172
C 5.153 3.625 -3.282
C 4.216 3.464 -4.294
C 3.242 2.476 -4.196
C 0.620 0.693 -4.271
C -0.256 1.775 -4.153
C -1.131 2.096 -5.182
C -1.166 1.325 -6.338
C -0.321 0.232 -6.454
C 0.568 -0.079 -5.429
H 4.384 -4.418 -5.055
H 5.165 -2.176 -5.758
H 4.123 -0.151 -4.814
H 1.579 -2.589 -2.394
H 2.573 -4.614 -3.363
H 4.088 1.188 -1.189
H 5.833 2.912 -1.370
H 5.906 4.400 -3.356
H 4.236 4.115 -5.161
H 2.505 2.370 -4.984
H -0.234 2.365 -3.244
H -1.795 2.944 -5.068
H -1.854 1.572 -7.138
H -0.345 -0.383 -7.347
H 1.227 -0.932 -5.542
C -1.044 1.540 1.030
C -1.797 2.504 0.936
C -2.660 3.640 0.832
C -2.576 4.627 1.877
C -1.958 4.309 3.117
C -1.798 5.241 4.122
C -2.229 6.560 3.970
C -2.811 6.908 2.755
C -2.981 5.981 1.740
C -3.483 3.738 -0.340
C -4.665 4.519 -0.447
C -5.434 4.537 -1.598
C -5.091 3.789 -2.722
C -3.942 3.002 -2.643
C -3.171 2.974 -1.500
H -1.591 3.299 3.252
H -1.320 4.935 5.048
H -2.098 7.290 4.760
H -3.126 7.933 2.583
H -3.386 6.322 0.798
H -5.013 5.076 0.411
H -6.337 5.141 -1.611
H -5.697 3.814 -3.620
H -3.639 2.406 -3.499
H -2.263 2.382 -1.462
*
```

Mulliken atomic charge list, values in e, 99 entries:
1. Ag -0.705
2. N -0.018
3. C 0.657
4. C -0.996
5. C -0.388
6. C -0.472
7. C -0.696
8. C 0.547
9. N -0.689
10. C 0.084
11. C 1.070
12. C -1.016
13. C -0.343
14. N 0.232
15. C -0.549
16. C -0.886
17. H 0.196
18. H 0.368
19. H 0.360
20. H 0.363
21. H 0.428
22. H 0.493
23. H 0.555
24. H 0.410
25. H 0.292
26. F -0.426
27. C 1.372
28. C -1.987
29. C 1.596
30. F -0.216
31. C 0.073
32. F -0.427
33. C 0.996
34. F -0.391
35. C 0.114
36. F -0.416
37. C -0.504
38. N 0.142
39. C -0.501
40. C 0.184
41. O -0.750
42. N -0.192
43. C 0.485
44. N 0.626
45. H 0.382
46. H -0.221
47. H 0.314
48. H 0.341
49. H 0.307
50. H -0.609
51. H -0.180
52. O -0.135
53. S 0.741
54. C -0.538
55. C -0.802
56. C 0.006
57. C -0.579
58. H 0.469
59. H -0.170
60. H 0.347
61. H 0.393
62. H 0.544
63. H -0.408
64. H 0.451
65. H -0.036
66. C -0.534
67. C -0.726
68. C -0.140
69. C 0.193
70. C -0.591
71. C -0.761
72. As 1.603
73. C 0.175
74. C -0.013
75. C -0.285
76. C -0.671
77. C -0.720
78. C -0.299
79. C 0.837
80. C -0.136
81. C -0.589
82. C -0.696
83. C -0.768
84. C -0.793
85. H 0.345
86. H 0.379
87. H 0.360
88. H 0.390
89. H 0.436
90. H -0.391
91. H 0.434
92. H 0.328
93. H 0.375
94. H 0.381
95. H -0.260
96. H 0.567
97. H 0.312
98. H 0.365
99. H 0.318



This record from the OMol25 dataset describes a molecular structure, C21H31CrN5OSSi in a non-equilibrium geometry. The level of theory is wB97M-V/def2-TZVPD.

HOMO energy (spin up / spin down)   -10.9 / -10.5 eV
Orbital gap (spin up / spin down)   7.5 / 7.2 eV
Expectation value of S²   0.766
Lowest unoccupied orbital energy (spin up / spin down)   -3.4 / -3.3 eV

ORCA input file:
```
! RIJCOSX wB97M-V def2-TZVPD def2/J DEFGRID3
* xyz 1 2
Cr -0.301 0.690 -0.062
N -0.191 -0.855 -1.484
C 0.721 -0.325 -2.471
C 0.635 -0.525 -3.809
C 1.619 0.024 -4.674
C 2.671 0.737 -4.182
C 2.765 0.988 -2.788
C 3.797 1.725 -2.173
C 3.773 1.943 -0.824
C 2.679 1.479 -0.077
N 1.699 0.781 -0.607
C 1.758 0.488 -1.949
H -1.111 -1.052 -1.890
H 0.184 -1.712 -1.094
H -0.174 -1.122 -4.213
H 1.538 -0.150 -5.739
H 3.437 1.123 -4.844
H 4.607 2.116 -2.779
H 4.558 2.495 -0.328
H 2.605 1.685 0.985
C 0.091 -2.506 3.636
Si 0.512 -1.907 1.933
C 0.185 -3.298 0.718
C 2.313 -1.433 1.895
C -0.578 -0.439 1.564
H 0.731 -3.341 3.939
H -0.950 -2.843 3.682
H 0.214 -1.704 4.371
H 0.190 -4.262 1.233
H 0.945 -3.365 -0.070
H -0.805 -3.196 0.260
H 2.937 -2.249 2.275
H 2.493 -0.562 2.537
H 2.659 -1.196 0.886
H -0.527 0.289 2.388
H -1.622 -0.771 1.532
C -3.260 -3.351 -2.867
C -3.680 -2.364 -1.816
C -4.772 -2.595 -0.994
C -5.035 -1.652 -0.024
N -4.313 -0.540 0.118
C -3.305 -0.379 -0.737
S -2.447 1.170 -0.573
N -2.943 -1.255 -1.685
H -4.120 -3.879 -3.277
H -2.589 -4.099 -2.436
H -2.736 -2.838 -3.672
H -5.382 -3.483 -1.101
H -5.855 -1.783 0.674
C 0.454 5.467 2.722
N 0.361 4.049 2.382
C 0.548 3.088 3.464
C 0.031 3.671 1.157
O -0.143 2.502 0.797
H -0.369 5.754 3.375
H 0.416 6.068 1.817
H 1.396 5.660 3.234
H -0.187 3.265 4.249
H 1.546 3.203 3.887
H 0.423 2.082 3.082
H -0.097 4.491 0.447
*
```

Formally, the Mulliken partial charges of the atoms, in units of the elementary charge, are as follows:
1. Cr 0.023
2. N -0.041
3. C 0.179
4. C -0.705
5. C -0.829
6. C -0.932
7. C 0.696
8. C -0.628
9. C -1.090
10. C -0.445
11. N 0.431
12. C 0.963
13. H 0.407
14. H 0.021
15. H 0.560
16. H 0.406
17. H 0.436
18. H 0.451
19. H 0.410
20. H 0.588
21. C -1.124
22. Si 0.341
23. C -1.227
24. C -0.965
25. C -0.521
26. H 0.313
27. H 0.314
28. H 0.318
29. H 0.429
30. H 0.395
31. H 0.263
32. H 0.431
33. H 0.240
34. H 0.274
35. H 0.297
36. H 0.419
37. C -1.305
38. C 0.943
39. C -0.732
40. C -0.209
41. N -0.516
42. C 0.302
43. S -0.412
44. N -0.430
45. H 0.448
46. H 0.251
47. H 0.275
48. H 0.405
49. H 0.446
50. C -0.841
51. N 0.135
52. C -0.608
53. C 0.170
54. O -0.301
55. H 0.327
56. H 0.296
57. H 0.314
58. H 0.371
59. H 0.347
60. H -0.121
61. H 0.347



This record from the OMol25 dataset describes C14H16N2O3 in the gas phase. The level of theory is wB97M-V/def2-TZVPD.

HOMO energy   -8.7 eV
Orbital gap   9.1 eV
Lowest unoccupied orbital energy   0.5 eV
SMILES string   CC(=O)c1ccccc1OC[C@H](O)Cn1ccnc1

ORCA input file:
```
! RIJCOSX wB97M-V def2-TZVPD def2/J DEFGRID3
* xyz 0 1
C -1.098 3.809 -2.226
C -0.895 2.371 -1.826
O -1.206 1.456 -2.562
C -0.340 2.136 -0.473
C -0.761 2.896 0.614
C -0.345 2.589 1.895
C 0.523 1.529 2.097
C 0.987 0.788 1.027
C 0.558 1.072 -0.264
O 1.045 0.459 -1.384
C 1.284 -0.928 -1.355
C -0.046 -1.726 -1.533
O -1.165 -0.971 -1.177
C -0.051 -3.000 -0.665
N 0.178 -2.713 0.722
C 1.312 -2.992 1.436
C 1.106 -2.482 2.685
N -0.117 -1.894 2.749
C -0.644 -2.046 1.566
H -0.284 4.432 -1.868
H -2.030 4.167 -1.791
H -1.182 3.877 -3.308
H -1.456 3.707 0.458
H -0.700 3.169 2.733
H 0.847 1.273 3.094
H 1.685 -0.013 1.214
H 1.953 -1.125 -2.196
H 1.787 -1.226 -0.431
H -0.127 -2.040 -2.587
H -1.203 -0.170 -1.741
H -1.033 -3.470 -0.779
H 0.722 -3.687 -1.017
H 2.135 -3.529 1.010
H 1.756 -2.503 3.537
H -1.605 -1.683 1.265
*
```

Formally, the Mulliken partial charges of the atoms, in units of the elementary charge, are as follows:
1. C -1.538
2. C 0.891
3. O -0.677
4. C 0.757
5. C -0.396
6. C -0.791
7. C -0.664
8. C -0.762
9. C 0.662
10. O -0.448
11. C -0.799
12. C 0.503
13. O -0.546
14. C -1.089
15. N 0.269
16. C -0.151
17. C -0.650
18. N -0.581
19. C -0.149
20. H 0.381
21. H 0.341
22. H 0.403
23. H 0.304
24. H 0.391
25. H 0.393
26. H 0.522
27. H 0.334
28. H 0.253
29. H 0.419
30. H 0.418
31. H 0.372
32. H 0.368
33. H 0.403
34. H 0.415
35. H 0.440



This record from the OMol25 dataset describes C20H25ClN2O2 in the gas phase. The level of theory is wB97M-V/def2-TZVPD.

HOMO energy   -6.8 eV
Orbital gap   7.5 eV
Lowest unoccupied orbital energy   0.7 eV
SMILES string   CCOc1c(Cl)cc(CNc2ccc(N3CCCC3)cc2)cc1OC

ORCA input file:
```
! RIJCOSX wB97M-V def2-TZVPD def2/J DEFGRID3
* xyz 0 1
C -2.949 -2.150 2.154
C -3.247 -2.722 0.772
O -3.864 -1.785 -0.105
C -3.185 -0.601 -0.299
C -1.979 -0.550 -1.004
Cl -1.349 -1.989 -1.732
C -1.264 0.620 -1.166
C -1.751 1.803 -0.623
C -0.911 3.056 -0.664
N 0.088 3.044 0.395
C 1.155 2.140 0.314
C 1.925 2.010 -0.839
C 3.016 1.167 -0.880
C 3.398 0.417 0.239
N 4.467 -0.440 0.195
C 5.293 -0.621 -0.977
C 6.282 -1.705 -0.558
C 6.489 -1.402 0.923
C 5.090 -0.989 1.381
C 2.627 0.555 1.398
C 1.533 1.394 1.428
C -2.969 1.785 0.030
C -3.707 0.611 0.184
O -4.891 0.771 0.830
C -5.921 -0.188 0.700
H -2.552 -2.936 2.790
H -3.851 -1.750 2.613
H -2.213 -1.351 2.082
H -2.324 -3.114 0.332
H -3.976 -3.534 0.839
H -0.329 0.604 -1.702
H -1.537 3.939 -0.519
H -0.402 3.143 -1.624
H -0.360 2.991 1.304
H 1.679 2.584 -1.720
H 3.582 1.100 -1.795
H 5.824 0.307 -1.240
H 4.686 -0.927 -1.834
H 5.829 -2.689 -0.677
H 7.205 -1.670 -1.133
H 7.182 -0.566 1.038
H 6.875 -2.252 1.481
H 4.525 -1.861 1.740
H 5.129 -0.249 2.188
H 2.873 -0.011 2.283
H 0.955 1.477 2.340
H -3.389 2.689 0.443
H -6.833 0.330 0.998
H -5.764 -1.047 1.355
H -6.014 -0.537 -0.329
*
```

Formally, the Mulliken partial charges of the atoms, in units of the elementary charge, are as follows:
1. C -0.939
2. C -0.370
3. O -0.568
4. C 0.127
5. C 0.689
6. Cl -0.266
7. C -0.720
8. C 0.911
9. C -1.537
10. N -0.333
11. C 0.688
12. C -0.529
13. C -0.602
14. C 0.874
15. N 0.140
16. C -0.799
17. C -0.767
18. C -0.723
19. C -0.683
20. C -0.766
21. C -0.845
22. C -0.880
23. C 0.502
24. O -0.472
25. C -0.696
26. H 0.416
27. H 0.234
28. H 0.237
29. H 0.303
30. H 0.366
31. H 0.551
32. H 0.460
33. H 0.379
34. H 0.301
35. H 0.351
36. H 0.361
37. H 0.361
38. H 0.397
39. H 0.299
40. H 0.371
41. H 0.298
42. H 0.362
43. H 0.289
44. H 0.398
45. H 0.373
46. H 0.270
47. H 0.411
48. H 0.279
49. H 0.174
50. H 0.325



This record from the OMol25 dataset describes 13 unconnected molecules or ions with the total composition C26H44BBr2Cl24FNO9S in a non-equilibrium geometry. The level of theory is wB97M-V/def2-TZVPD.

HOMO energy   -6.5 eV
Orbital gap   8.0 eV
Lowest unoccupied orbital energy   1.5 eV

ORCA input file:
```
! RIJCOSX wB97M-V def2-TZVPD def2/J DEFGRID3
* xyz -1 1
C -5.441 4.945 3.373
C -4.452 4.063 2.579
C -4.903 2.602 2.461
C -3.704 1.659 2.267
C -3.130 1.684 0.833
B -1.525 1.799 0.835
C -1.199 3.408 1.036
O -0.961 3.983 2.063
N -1.192 4.229 -0.247
C -2.109 5.261 -0.258
O -3.193 5.257 -0.747
F -1.666 6.392 0.341
O -0.785 0.934 1.806
C -0.077 0.018 1.112
Br -1.411 -1.386 0.495
C 1.031 -0.618 1.945
C 1.182 -2.116 1.857
O 0.671 -2.931 2.575
O 2.058 -2.460 0.877
C 2.049 -3.796 0.493
C 0.841 -4.337 -0.192
O 3.041 -4.443 0.681
C 0.300 0.879 -0.165
Br 1.680 2.213 0.450
S 1.043 0.015 -1.647
C 2.766 0.366 -1.788
O 0.919 -1.422 -1.557
O 0.419 0.579 -2.816
O -0.842 1.426 -0.493
H -4.934 5.449 4.193
H -6.274 4.376 3.774
H -5.815 5.742 2.732
H -4.327 4.461 1.576
H -3.507 4.073 3.113
H -5.407 2.310 3.383
H -5.566 2.459 1.607
H -2.942 1.947 2.995
H -3.990 0.645 2.543
H -3.458 0.762 0.354
H -3.612 2.486 0.269
H -0.254 4.586 -0.399
H 1.995 -0.224 1.632
H 0.879 -0.398 2.997
H -0.005 -3.664 -0.181
H 0.557 -5.252 0.317
H 1.111 -4.533 -1.222
H 2.948 1.399 -2.058
H 3.328 0.127 -0.891
H 3.105 -0.251 -2.610
C -3.381 7.888 -2.147
Cl -4.501 7.747 -3.510
Cl -1.725 8.202 -2.693
H -3.698 8.713 -1.520
H -3.395 6.960 -1.588
C 5.093 -6.545 1.773
Cl 5.453 -8.281 1.887
Cl 5.392 -5.711 3.299
H 5.728 -6.112 1.012
H 4.052 -6.420 1.508
C -0.363 -3.168 -3.759
Cl -1.108 -4.422 -2.751
Cl -1.048 -3.145 -5.393
H -0.525 -2.207 -3.292
H 0.698 -3.375 -3.836
C -3.724 -3.255 -8.068
Cl -2.020 -3.050 -8.483
Cl -4.791 -2.375 -9.173
H -3.967 -4.309 -8.122
H -3.878 -2.879 -7.064
C 1.521 -3.353 6.046
Cl 0.069 -4.121 6.702
Cl 1.694 -1.686 6.614
H 2.386 -3.920 6.366
H 1.442 -3.346 4.964
C 3.945 2.353 -5.243
Cl 3.894 0.621 -4.898
Cl 4.342 3.310 -3.809
H 4.703 2.531 -5.996
H 2.970 2.658 -5.602
C 1.583 8.030 -1.376
Cl 1.824 6.316 -1.035
Cl 1.956 9.052 0.019
H 2.227 8.319 -2.197
H 0.537 8.161 -1.630
C -5.797 11.287 -3.576
Cl -6.923 12.270 -2.623
Cl -4.200 12.034 -3.671
H -5.701 10.316 -3.106
H -6.193 11.181 -4.578
C 8.329 -9.912 3.245
Cl 8.700 -11.644 3.358
Cl 8.616 -9.083 4.775
H 8.963 -9.474 2.485
H 7.287 -9.796 2.978
C 6.032 -13.246 5.171
Cl 5.562 -14.529 4.042
Cl 4.648 -12.628 6.076
H 6.753 -13.649 5.872
H 6.471 -12.436 4.605
C -10.145 13.830 -1.967
Cl -11.512 13.053 -1.159
Cl -9.951 15.515 -1.468
H -9.242 13.289 -1.715
H -10.316 13.804 -3.036
C 7.954 -14.845 1.136
Cl 6.884 -14.849 -0.271
Cl 9.617 -14.424 0.706
H 7.586 -14.114 1.846
H 7.951 -15.835 1.575
*
```

Mulliken atomic charge list, values in e, 99 entries:
1. C -1.349
2. C 0.652
3. C -1.196
4. C -0.549
5. C -0.778
6. B 1.057
7. C 0.011
8. O -0.593
9. N 0.230
10. C 0.673
11. O -0.702
12. F -0.228
13. O -0.758
14. C 0.569
15. Br -0.241
16. C -0.639
17. C 0.417
18. O -0.636
19. O -0.205
20. C 0.417
21. C -0.409
22. O -0.567
23. C -0.367
24. Br -0.226
25. S 1.598
26. C -1.157
27. O -0.393
28. O -0.794
29. O -0.666
30. H 0.299
31. H 0.344
32. H 0.332
33. H -0.257
34. H 0.216
35. H 0.521
36. H 0.268
37. H 0.373
38. H 0.338
39. H 0.444
40. H 0.468
41. H 0.073
42. H 0.376
43. H 0.316
44. H -0.047
45. H 0.396
46. H 0.252
47. H 0.408
48. H 0.321
49. H 0.293
50. C 0.366
51. Cl -0.206
52. Cl -0.260
53. H 0.266
54. H -0.182
55. C -0.073
56. Cl -0.172
57. Cl -0.166
58. H 0.272
59. H 0.122
60. C 0.147
61. Cl -0.192
62. Cl -0.143
63. H -0.035
64. H 0.237
65. C -0.207
66. Cl -0.159
67. Cl -0.168
68. H 0.291
69. H 0.240
70. C 0.256
71. Cl -0.170
72. Cl -0.168
73. H 0.269
74. H -0.174
75. C -0.281
76. Cl -0.116
77. Cl -0.155
78. H 0.320
79. H 0.271
80. C 0.300
81. Cl -0.082
82. Cl -0.179
83. H 0.341
84. H -0.319
85. C -0.068
86. Cl -0.154
87. Cl -0.147
88. H 0.082
89. H 0.279
90. C 0.051
91. Cl -0.150
92. Cl -0.150
93. H 0.335
94. H -0.067
95. C 0.211
96. Cl -0.163
97. Cl -0.163
98. H 0.281
99. H -0.173



| no. | total energy (eV) | molar mass (g/mol) |
| --- | --- | --- |
| 1 | -164274.103 | 1183.93 |
| 2 | -78908.623 | 481.66 |
| 3 | -23899.940 | 260.29 |
| 4 | -40742.677 | 360.88 |
| 5 | -502450.534 | 1587.19 |